(1)
ORCA calculation (ωB97M-V/def2-TZVPD) on a 6-piece molecular cluster, C28H72N4O10 overall at a distorted geometry.

Computed properties:
LUMO: 0.3925 eV
Structure (SMILES): COCCNCCOC.COCCNCCOC.COCCNCCOC.COCCNCCOC.CCO.CCO
ΔE to the lowest compared entry with this formula, charge and spin: 105.0 kcal per mole
HOMO-LUMO gap: 9.56 eV
Calculated total energy: -2081.136748 hartree
Highest occupied orbital energy: -9.16 eV

Structure (XYZ):
```
114
C28H72N4O10, DFT ωB97M-V/def2-TZVPD
C -4.9809 -8.1564 -11.4200
O -4.5920 -7.8236 -10.1044
C -4.4424 -6.3799 -9.9032
C -3.6305 -6.2108 -8.6881
N -2.3104 -6.7566 -8.9237
C -1.5037 -6.8629 -7.6865
C -0.9629 -5.4712 -7.3163
O -0.0928 -5.7121 -6.2031
C 0.3944 -4.5476 -5.5937
H -6.0323 -7.9095 -11.5893
H -4.9351 -9.2150 -11.6780
H -4.4033 -7.6789 -12.2146
H -5.4752 -6.0534 -9.7757
H -3.8964 -6.0166 -10.7744
H -4.1333 -6.5987 -7.7977
H -3.4831 -5.1486 -8.4807
H -2.5089 -7.7166 -9.1794
H -0.7488 -7.5777 -8.0147
H -2.0312 -7.2752 -6.8237
H -1.8364 -4.8647 -7.0696
H -0.3822 -5.0153 -8.1191
H 1.2908 -4.7925 -5.0234
H -0.3275 -4.1123 -4.8986
H 0.6977 -3.7483 -6.2740
C 3.0847 2.4904 4.2586
O 2.4685 3.4770 3.3549
C 2.7555 4.8012 3.7590
C 2.2830 5.7359 2.5978
N 2.7404 5.3851 1.2353
C 4.1566 5.7128 1.1145
C 4.5736 5.3980 -0.3194
O 5.8936 4.9060 -0.4660
C 5.9282 3.5172 -0.1139
H 2.7846 2.7876 5.2648
H 4.1742 2.4698 4.2214
H 2.6750 1.5038 4.0496
H 3.8059 4.9307 4.0302
H 2.2294 5.0889 4.6729
H 2.4935 6.7901 2.7813
H 1.2043 5.7032 2.4320
H 2.6093 4.3831 1.3216
H 4.7135 5.0817 1.8125
H 4.4307 6.7407 1.3496
H 4.4966 6.3379 -0.8697
H 3.8424 4.7973 -0.8652
H 6.9187 3.0890 -0.2702
H 5.3867 2.9898 -0.9036
H 5.5609 3.2808 0.8844
C -0.7855 1.8217 3.1661
O -1.4376 2.6020 2.1824
C -0.6155 2.9781 1.1033
C -1.3846 3.2759 -0.1990
N -2.3856 2.2027 -0.4231
C -2.1708 1.2659 -1.5225
C -1.0384 0.2887 -1.2406
O -0.9623 -0.6910 -2.2632
C 0.1707 -1.5014 -2.4033
H -0.0211 2.4965 3.5591
H -0.3292 0.9265 2.7420
H -1.4806 1.6334 3.9825
H 0.0539 2.1401 0.8950
H -0.0650 3.8607 1.4355
H -0.7010 3.3260 -1.0490
H -1.7579 4.3018 -0.1963
H -2.4636 1.8389 0.5180
H -1.9860 1.8689 -2.4117
H -3.1607 0.8295 -1.6639
H -1.0957 -0.2782 -0.3079
H -0.1975 0.9788 -1.1206
H 0.3847 -2.0149 -1.4620
H 1.0465 -0.8715 -2.5756
H -0.0514 -2.1954 -3.2111
C 0.5573 -2.4814 2.5948
O 1.2932 -1.6818 3.4810
C 1.5609 -2.3960 4.6967
C 2.1579 -1.4000 5.6805
N 3.0555 -1.8089 6.8000
C 4.4417 -1.8471 6.3761
C 5.3469 -1.4644 7.5532
O 6.7040 -1.9220 7.4116
C 7.4951 -1.5910 8.5345
H 1.1273 -3.2658 2.0934
H 0.0454 -1.8767 1.8449
H -0.2931 -2.9781 3.0693
H 2.2977 -3.1651 4.4555
H 0.6481 -2.7718 5.1595
H 1.2365 -0.9548 6.0621
H 2.5571 -0.5921 5.0621
H 2.9264 -1.2885 7.6544
H 4.6231 -1.0785 5.6213
H 4.6935 -2.8427 6.0119
H 5.0437 -1.9186 8.5031
H 5.3473 -0.4241 7.8914
H 7.3738 -0.5198 8.7119
H 8.5468 -1.8669 8.4787
H 7.1554 -2.0884 9.4475
C -4.5200 2.3014 3.1633
C -4.3973 3.8480 3.2603
O -3.1128 4.1564 3.7952
H -3.9927 1.9069 2.2923
H -5.5631 1.9951 3.0849
H -3.9721 1.7843 3.9512
H -5.1303 4.1367 4.0138
H -4.5977 4.3496 2.3131
H -2.4715 3.7202 3.2195
C -7.1303 3.7369 -1.5439
C -6.0305 2.7803 -1.1845
O -4.9225 3.5011 -0.7921
H -7.5161 4.2977 -0.6929
H -7.9546 3.1936 -2.0092
H -6.8370 4.4848 -2.2820
H -5.6963 2.0941 -1.9667
H -6.3989 2.1766 -0.3488
H -4.1469 2.9235 -0.7834
```

Atom charges from the Mulliken analysis, given in e for atoms 1 to 4:
1. C -0.79
2. O -0.32
3. C -0.65
4. C -0.52



(2)
ORCA calculation (ωB97M-V/def2-TZVPD) on a 6-piece molecular cluster, C28H72N4O12 overall at a distorted geometry.

Computed properties:
LUMO: 0.2301 eV
Structure (SMILES): COCCNCCOC.COCCNCCOC.COCCNCCOC.COCCNCCOC.OCCO.OCCO
ΔE to the lowest compared entry with this formula, charge and spin: 141.5 kcal per mole
HOMO-LUMO gap: 8.82 eV
Calculated total energy: -2231.485706 hartree
Highest occupied orbital energy: -8.58 eV

Structure (XYZ):
```
116
C28H72N4O12, DFT ωB97M-V/def2-TZVPD
C 11.7899 2.8925 20.1375
O 10.7901 3.4629 20.9180
C 11.2006 4.4027 21.8148
C 10.1764 4.7352 22.8994
N 9.1422 5.5762 22.4574
C 8.1925 6.0278 23.4130
C 7.1019 6.7402 22.6066
O 5.9976 6.7590 23.4067
C 5.0001 5.7028 23.2738
H 11.4923 2.0100 19.5712
H 12.6608 2.4470 20.6184
H 12.0956 3.6564 19.4225
H 11.5376 5.2589 21.2305
H 12.0987 3.9732 22.2587
H 10.7680 5.3174 23.6059
H 9.7854 3.8450 23.3921
H 9.5318 6.4049 22.0312
H 8.5553 6.6842 24.2039
H 7.8425 5.0866 23.8372
H 6.9375 6.2948 21.6255
H 7.3504 7.7844 22.4167
H 5.3182 4.6604 23.2917
H 4.3506 5.9577 22.4364
H 4.4020 5.6550 24.1839
C 4.4203 -4.5433 11.7290
O 5.3876 -4.5939 12.7287
C 5.3734 -3.5421 13.5517
C 6.7061 -3.5214 14.3672
N 7.8246 -3.7376 13.4841
C 8.3558 -2.4577 12.9143
C 8.1546 -2.2828 11.4545
O 7.0302 -1.5171 10.9887
C 6.9804 -1.5127 9.6475
H 4.3973 -5.4678 11.1521
H 4.7097 -3.8070 10.9792
H 3.4286 -4.4080 12.1605
H 4.5557 -3.7187 14.2504
H 5.1362 -2.5890 13.0792
H 6.5557 -4.4155 14.9722
H 6.8963 -2.6216 14.9523
H 7.4561 -4.3625 12.7814
H 9.3811 -2.2617 13.2280
H 7.6936 -1.6393 13.1970
H 8.5107 -3.1164 10.8492
H 8.9899 -1.6082 11.2673
H 6.0438 -1.0629 9.3179
H 6.9764 -2.5473 9.3044
H 7.6815 -0.8379 9.1565
C 1.0536 -3.4073 21.4729
O 1.6361 -2.1771 21.9901
C 2.3328 -1.5323 20.8775
C 3.4084 -0.6085 21.3986
N 4.4750 -1.3546 22.0858
C 5.5516 -0.5503 22.5988
C 5.2759 -0.0142 24.0079
O 4.9372 -1.1173 24.8237
C 4.1105 -0.7573 25.9268
H 0.4722 -3.7395 22.3329
H 1.7635 -4.2098 21.2722
H 0.2561 -3.3360 20.7334
H 1.7196 -1.1123 20.0802
H 2.9131 -2.2615 20.3122
H 2.9819 0.1311 22.0763
H 3.8663 -0.1073 20.5458
H 4.1123 -1.8267 22.9016
H 5.6940 0.3723 22.0362
H 6.5317 -1.0270 22.5786
H 4.5586 0.7883 23.8355
H 6.0412 0.6121 24.4664
H 4.6501 -0.2082 26.6985
H 3.6951 -1.6541 26.3865
H 3.2101 -0.1550 25.8063
C -8.1972 2.2541 17.1454
O -7.7411 1.0260 16.5439
C -7.5237 1.0906 15.1970
C -6.0608 1.4291 14.7096
N -5.0339 0.6053 15.3852
C -5.0975 -0.8351 14.9492
C -3.8771 -1.7428 15.1885
O -2.9186 -1.8041 14.1773
C -1.8657 -0.8455 14.1727
H -7.3992 2.7819 17.6677
H -9.0364 2.0644 17.8146
H -8.6236 2.9795 16.4525
H -8.3175 1.6944 14.7573
H -7.8983 0.1423 14.8116
H -5.9409 2.5005 14.8698
H -5.9097 1.1351 13.6709
H -4.1699 1.0732 15.1515
H -5.3243 -0.9433 13.8886
H -5.9919 -1.1613 15.4799
H -4.3099 -2.7349 15.3176
H -3.3662 -1.6537 16.1472
H -2.2346 0.1498 13.9250
H -1.2226 -1.0623 13.3197
H -1.3245 -0.7247 15.1111
O 5.4764 1.9374 15.7137
C 6.4156 2.9712 15.8684
C 7.5527 2.5277 16.8371
O 8.4277 3.6679 16.9697
H 5.6233 1.6054 14.8250
H 6.7527 3.4593 14.9539
H 5.9777 3.8733 16.2956
H 8.1181 1.7521 16.3204
H 6.9137 2.2157 17.6632
H 9.1179 3.2886 17.5187
O 13.1158 3.6487 12.3730
C 11.7361 3.8250 12.7053
C 11.6955 5.1518 13.4404
O 10.3672 5.5675 13.5990
H 13.5420 4.2921 11.8021
H 11.0994 3.8863 11.8227
H 11.3979 3.0318 13.3721
H 12.0139 5.9120 12.7271
H 12.4300 5.2179 14.2431
H 9.9287 5.0280 14.2611
```

Atom charges from the Mulliken analysis, given in e for atoms 1 to 4:
1. C -0.86
2. O -0.25
3. C -0.58
4. C -0.74



(3)
ORCA calculation (ωB97M-V/def2-TZVPD) on a 11-piece molecular cluster, C28H73F2N10O16S2 overall at a distorted geometry.

Computed properties:
LUMO: -13.9049 eV
ΔE to the lowest compared entry with this formula, charge and spin: 0.0 kcal per mole
HOMO-LUMO gap: 6.81 eV
Charge: +7
Calculated total energy: -3855.038145 hartree
Highest occupied orbital energy: -20.72 eV

Structure (XYZ):
```
131
C28H73F2N10O16S2, DFT ωB97M-V/def2-TZVPD
N -11.7978 6.4344 -11.9306
S -10.7178 6.3279 -10.8754
O -10.2021 5.0596 -10.3887
O -10.4981 7.4273 -9.9737
F -9.6737 6.7140 -12.0580
S -13.0558 5.7986 -10.9791
O -14.1961 6.6859 -10.8730
O -12.8997 4.5998 -10.1985
F -13.5679 5.0506 -12.3653
C -16.1316 6.1831 -7.3065
C -16.6191 7.6152 -7.6046
O -17.6599 8.0187 -7.1792
N -15.7476 8.5377 -8.4618
H -15.4415 9.2293 -7.7748
H -14.9032 7.9973 -8.6747
C -16.5200 9.2573 -9.5347
H -15.3744 6.3155 -6.5290
H -15.6833 5.7698 -8.2098
H -16.8473 5.5118 -6.8380
H -15.7064 9.7943 -10.0218
H -17.3000 9.9068 -9.1491
H -16.8552 8.4860 -10.2244
C -12.6945 9.8084 -10.2653
C -12.8707 10.6417 -11.5176
O -13.8790 10.7349 -12.1670
N -11.6975 11.4690 -12.0125
H -11.8859 12.4370 -12.2827
H -11.0447 11.6470 -11.2485
C -10.9250 10.7261 -13.1645
H -11.6881 9.8023 -9.8456
H -12.9617 8.7764 -10.5221
H -13.2775 10.1696 -9.4178
H -11.5536 9.9703 -13.6215
H -10.1192 10.1932 -12.6634
H -10.5964 11.4700 -13.8854
C -11.1245 3.0531 -13.1267
C -10.7142 1.8598 -14.0303
O -9.8395 1.1104 -13.7321
N -11.4702 1.6729 -15.3305
H -12.4314 2.0081 -15.2565
H -11.1213 2.3355 -16.0261
C -11.4698 0.2722 -15.9398
H -12.0923 2.8075 -12.6811
H -11.2617 3.9991 -13.6473
H -10.4249 3.1018 -12.2946
H -12.0498 0.4153 -16.8515
H -11.9058 -0.4676 -15.2767
H -10.4351 0.1608 -16.2559
C -5.6916 8.6158 -8.6183
C -6.0777 7.8056 -7.4277
O -5.6846 6.7206 -7.1484
N -7.1002 8.5228 -6.5384
H -6.8802 8.0535 -5.6573
H -6.7808 9.4850 -6.4354
C -8.6479 8.4695 -6.8467
H -6.1888 9.5878 -8.5815
H -5.9388 8.2388 -9.6112
H -4.6411 8.9040 -8.6936
H -9.0724 8.9704 -5.9818
H -9.0110 7.4697 -7.0701
H -8.7127 9.0292 -7.7776
C -9.1066 1.2003 -7.7506
C -7.6268 0.9877 -7.7881
O -6.9283 1.6700 -8.5014
N -6.9278 -0.1226 -6.9870
H -6.2482 0.3051 -6.3571
H -7.6333 -0.5942 -6.4227
C -6.2642 -1.1336 -7.9212
H -9.5905 0.8588 -6.8327
H -9.7068 0.8182 -8.5776
H -9.3970 2.2543 -7.7611
H -7.0475 -1.8291 -8.2209
H -5.5746 -1.7625 -7.3597
H -5.8372 -0.5985 -8.7627
C -17.3239 5.7757 -13.0083
C -17.2715 6.3718 -14.4283
O -16.3826 6.1166 -15.1894
N -18.4101 7.3261 -14.7074
H -19.2423 6.7264 -14.6820
H -18.6032 7.9357 -13.9127
C -18.3793 8.0661 -16.0438
H -17.5629 6.4869 -12.2138
H -16.3782 5.3528 -12.6760
H -18.0838 5.0003 -12.8902
H -17.4985 8.6662 -15.8172
H -19.2846 8.6625 -16.1273
H -18.1873 7.4044 -16.8837
C -4.8810 4.0599 -8.7024
C -4.6728 3.4500 -10.0958
O -5.2515 3.7188 -11.0854
N -3.5465 2.3582 -10.2442
H -3.5107 1.6633 -9.5020
H -3.6674 1.8145 -11.0970
C -2.1956 3.0522 -10.4532
H -4.5287 5.0924 -8.6854
H -4.4270 3.4626 -7.9162
H -5.9579 4.2146 -8.6304
H -1.4670 2.4757 -11.0164
H -1.8515 3.3620 -9.4671
H -2.4005 4.0108 -10.9295
C -15.8229 3.1974 -10.3773
C -15.3721 2.5705 -9.0580
O -14.6442 3.0321 -8.2471
N -16.0625 1.2898 -8.6130
H -16.2094 1.2772 -7.6032
H -16.8869 1.1171 -9.1842
C -15.1210 0.0940 -8.7573
H -16.0617 4.2512 -10.2199
H -16.6548 2.6676 -10.8380
H -15.0425 3.3820 -11.1173
H -14.3501 0.0185 -7.9919
H -14.4729 0.3327 -9.6052
H -15.5138 -0.8991 -8.9643
C -9.8913 7.4254 -15.2889
C -11.3066 7.9717 -15.2380
O -11.6329 9.0044 -15.6897
N -12.3103 7.0384 -14.5153
H -12.2610 6.1124 -14.9263
H -12.1113 6.9337 -13.4937
C -13.7840 7.5597 -14.7825
H -9.8679 6.4887 -15.8510
H -9.4547 7.3245 -14.2977
H -9.3786 8.1005 -15.9735
H -13.9948 8.6172 -14.6292
H -14.2787 7.2049 -13.8770
H -14.0138 7.1142 -15.7433
O -11.7245 7.9651 -6.7274
C -12.3046 6.8211 -7.2284
O -12.0790 5.7599 -6.6373
O -13.1536 7.0349 -8.1488
H -11.3368 7.4388 -6.0009
```

Atom charges from the Mulliken analysis, given in e for atoms 1 to 4:
1. N -0.39
2. S 0.59
3. O -0.47
4. O -0.52